DFT (ωB97M-V/def2-TZVPD) results for a cluster of 6 separate species, C30H43F15O17S in total.

SMILES string	COCCC[C@]1(CCOC(C)=O)COS(=O)(=O)O1.CCOC(=O)C(F)(F)F.CCOC(=O)C(F)(F)F.CCOC(=O)C(F)(F)F.CCOC(=O)C(F)(F)F.CCOC(=O)C(F)(F)F
energy relative to the best compared isomer or geometry (same formula, charge and spin)	0.0	kcal/mol
LUMO energy	0.15	eV
gap between HOMO and LUMO	9.65	eV
E_HOMO	-0.349	hartree

Structure (ORCA input):
```
! wB97M-V def2-TZVPD RIJCOSX def2/J DEFGRID3
* xyz 0 1
C -1.060 -1.690 1.276
O 10.428 0.272 -0.032
H -1.647 1.970 -3.219
H -0.931 -0.816 0.632
O 0.775 -4.799 0.367
H 1.169 -1.763 2.472
H -4.673 0.861 5.213
H -4.845 0.325 2.768
F -3.744 3.043 -7.899
H 1.668 -0.207 0.779
H 3.527 2.037 0.839
O -2.938 -0.360 -0.870
H -10.151 -1.146 4.086
H -1.370 0.534 -5.259
H 3.243 -0.126 -7.138
C 3.619 -1.091 1.037
H 3.738 0.820 -0.417
H -9.795 0.511 4.606
F -0.958 3.637 5.138
C 10.193 0.548 1.241
H -3.247 1.039 2.508
H -7.413 -0.157 5.054
H -4.590 2.059 3.004
H 8.476 -0.354 -0.389
H 3.883 -1.850 1.776
C 9.269 0.202 -0.889
C 8.805 1.578 -1.309
O -2.782 1.708 5.055
H 5.162 1.475 0.475
H 9.588 -0.379 -1.751
C -8.219 -0.888 4.995
H -9.047 -0.145 3.145
O -3.144 1.592 -5.500
F 11.947 -0.716 2.193
C -2.336 0.640 -4.768
O 0.047 -2.736 -0.572
F -7.378 -4.337 3.007
H 8.466 2.158 -0.452
C 2.912 0.457 -6.282
H -5.500 0.482 0.583
H 7.982 1.494 -2.017
C -6.377 -3.459 3.062
F 11.361 1.097 3.222
C -2.530 2.690 -5.902
C 3.841 0.850 -4.164
H -1.197 -4.439 0.686
F 5.621 -0.365 -3.181
H -3.367 -0.191 4.682
C -3.750 -0.560 -0.018
H -5.787 -1.166 0.046
H -2.770 -2.837 1.919
C -2.016 3.738 5.948
O 3.983 0.174 1.553
H -8.543 -1.113 6.008
O 9.133 0.744 1.757
O 2.264 -3.739 -1.226
C 4.117 1.165 0.542
F -3.025 4.798 -6.854
F 12.475 1.221 1.372
O 4.076 0.564 -5.431
C -3.796 0.803 4.568
O -6.502 -1.059 2.906
F -5.783 -3.417 1.870
H 3.215 2.380 -7.198
C -2.490 -2.186 1.088
C 0.030 -2.687 0.889
F -5.481 -3.891 3.961
H 2.069 -1.434 -0.409
C 2.132 -1.189 0.647
H 1.589 1.708 -7.414
H 2.138 -0.111 -5.767
C -6.875 -2.053 3.460
H -2.634 -2.710 0.143
C -3.520 3.576 -6.689
F 6.123 1.564 -4.021
C -5.207 -0.266 -0.157
F 4.985 1.445 -2.186
H -1.648 0.258 -2.777
O 0.162 -4.657 -2.065
F -2.352 5.019 6.049
C -3.206 2.906 5.423
H -5.402 0.131 -1.150
C 2.415 1.818 -6.713
F -4.694 3.678 -6.055
C 5.167 0.881 -3.379
H 9.619 2.131 -1.780
S 0.885 -4.021 -1.022
F -1.659 3.295 7.162
H -0.940 -1.350 2.305
O -7.700 -2.139 4.484
O -3.407 -1.075 1.189
C 11.523 0.545 2.025
H -3.168 1.158 -2.856
O 2.781 1.030 -3.641
C -0.263 -4.152 1.171
H 4.228 -1.302 0.148
C -4.143 1.070 3.124
C -2.191 1.029 -3.314
O -4.330 3.313 5.403
C -9.372 -0.386 4.156
H -0.140 -4.496 2.193
H -2.864 -0.306 -4.862
C 1.368 -2.213 1.497
H 2.067 2.399 -5.860
H 2.017 -3.072 1.688
O -1.382 2.983 -5.742
*
```

---

DFT (ωB97M-V/def2-TZVPD) results for a structure of composition C30H43F5GaP2S.

energy relative to the best compared isomer or geometry (same formula, charge and spin)	0.0	kcal/mol
LUMO energy	-2.69	eV
gap between HOMO and LUMO	7.83	eV
E_HOMO	-0.386	hartree

Structure (ORCA input):
```
! wB97M-V def2-TZVPD RIJCOSX def2/J DEFGRID3
* xyz 1 1
C -0.609 -2.595 2.481
C -0.756 5.035 5.015
C 0.398 -1.158 -6.799
H -1.837 -0.072 4.423
H 1.739 2.599 2.051
H -0.878 1.129 -7.183
H 3.441 -2.448 3.713
C 3.063 -1.805 2.907
H -0.210 2.148 -4.372
C -2.684 -0.040 -0.303
H 0.647 2.560 -5.839
H 3.493 -2.169 1.970
H 1.762 0.826 -4.248
H 0.529 -4.115 0.421
C -0.641 3.883 2.876
H 0.147 2.332 -0.216
H 0.333 0.670 4.854
H -3.060 -0.082 -1.328
C 3.058 -0.091 -0.331
H -2.791 -1.366 3.686
H 3.024 2.613 0.822
H -1.403 -2.293 -7.205
C -0.121 0.610 -1.512
H 1.467 2.119 -1.396
C 1.565 -1.848 2.876
H 1.123 -0.609 5.803
H -0.645 -2.681 -5.678
P -0.927 -0.588 -0.318
H -1.374 -1.818 -2.397
C 1.071 0.616 -5.065
C -1.046 -2.086 -1.387
H -1.746 2.325 -6.252
H 3.473 0.613 -1.062
H 3.847 -0.377 0.369
F -0.635 6.167 5.752
H 2.044 0.306 4.598
H 2.717 -0.992 -0.847
H 1.677 -4.645 1.659
H -1.951 -1.659 5.220
C -1.336 2.695 4.871
C 1.304 -3.768 1.110
H -2.643 -1.565 -5.034
C 0.690 -1.134 3.758
H -2.724 1.001 0.033
C 0.771 -2.727 2.048
C 0.107 1.740 -5.341
C 2.488 1.987 1.540
C -1.906 -0.986 -5.593
H 2.130 -3.374 0.510
C -2.019 0.345 -5.521
P 1.647 0.659 0.593
F -0.426 3.955 1.545
C 0.764 1.595 -0.740
H -2.822 0.730 -4.891
H -2.671 -2.853 1.904
C -0.497 5.049 3.645
F -1.812 1.654 5.580
Ga 0.161 -0.661 1.674
C -1.171 3.861 5.622
F -1.453 3.855 6.950
H -0.881 1.123 -2.111
H -1.765 -2.792 -0.963
C -1.879 -1.151 4.249
H -3.297 -0.660 0.361
F -0.130 6.212 3.053
H -1.538 -3.922 1.061
H 0.177 -0.406 -7.558
H 3.437 -0.794 3.089
H 1.970 -1.237 -5.259
H 1.006 -1.922 -7.298
C -0.663 -1.609 3.506
C 1.069 -0.139 4.811
H -1.960 -4.238 2.745
S -1.364 1.225 2.324
C 1.201 -0.576 -5.661
H 3.185 1.580 2.282
C -1.756 -3.441 2.017
C -1.157 1.405 -6.164
C -0.908 -1.838 -6.332
C -1.050 2.666 3.463
H -0.069 -2.574 -1.442
H 0.489 0.011 -2.199
*
```

---

DFT (ωB97M-V/def2-TZVPD) results for a structure of composition C30H43GeN5O3SSiSr.

energy relative to the best compared isomer or geometry (same formula, charge and spin)	0.0	kcal/mol
LUMO energy	4.31	eV
gap between HOMO and LUMO	5.44	eV
E_HOMO	-0.042	hartree

Structure (ORCA input):
```
! wB97M-V def2-TZVPD RIJCOSX def2/J DEFGRID3
* xyz -2 1
H 4.507 -3.089 3.302
C 3.002 1.328 0.579
H -3.167 0.446 1.301
N 1.400 -2.218 -2.265
C -0.655 -1.994 3.280
C 0.087 1.084 -2.587
H -3.676 -1.234 -2.818
C -0.925 4.251 1.845
C -3.222 2.473 -1.135
H 1.956 -1.433 -1.945
H 4.095 0.765 2.373
H 3.036 -3.599 1.362
O 0.868 -4.851 -0.646
H 4.937 0.491 0.032
H 2.401 -2.958 -4.000
H 0.685 -1.838 -2.874
C -0.487 1.545 2.254
H 3.869 0.781 -1.353
H -3.437 2.991 -0.198
C -1.513 3.614 2.931
C -2.950 -0.220 0.452
H 3.135 -3.353 -2.452
Ge -3.854 0.608 -1.071
C -5.804 0.741 -0.768
C 1.141 3.446 -3.551
H 2.850 3.445 1.098
N 1.329 -2.857 2.206
N -2.616 -1.792 2.203
H 1.875 -5.242 -3.713
C 2.633 -3.120 2.251
C 0.928 1.822 -1.747
H -2.151 4.171 3.609
C 0.721 -2.277 3.282
C 0.119 2.166 1.157
H -1.105 5.306 1.671
C 3.893 0.453 -0.308
H -6.298 -0.223 -0.891
H 3.566 -0.589 -0.268
H -1.871 -0.133 0.285
H -5.235 -1.905 0.358
O 2.484 -6.161 -1.494
C 1.438 3.017 -2.263
H -5.040 -0.985 1.715
C -0.122 3.529 0.971
C 2.176 -3.245 -2.964
H 0.075 3.020 -5.369
H 0.391 -4.430 -3.163
C -3.600 -0.150 -2.860
S -2.897 -2.878 -0.430
H 2.082 3.639 -1.651
H -2.143 2.511 -1.293
C 3.526 2.764 0.573
C 1.452 -4.593 -2.946
H -1.765 1.743 3.962
H -4.351 0.261 -3.540
H 2.660 -0.228 2.072
C 1.615 -5.284 -1.578
H 1.040 -1.470 5.271
H -6.009 1.103 0.242
H 2.478 1.412 2.699
C -1.294 2.258 3.132
C -0.221 1.503 -3.875
C 3.453 -2.849 3.329
H -2.610 0.115 -3.238
C -3.294 -1.662 0.890
H 4.500 2.810 1.081
N -1.397 -2.089 2.148
H 3.676 3.140 -0.442
H 1.557 4.378 -3.920
C 0.312 2.687 -4.365
Sr -0.035 -2.778 0.040
H -3.708 3.013 -1.953
H -0.343 0.480 2.409
H 3.447 -1.984 5.312
C 1.516 -1.954 4.427
O 0.804 -0.429 0.017
H -1.129 -1.613 4.182
Si 1.189 1.098 0.008
H -0.887 0.910 -4.492
N -4.718 -1.813 1.223
H -6.240 1.446 -1.481
C 3.057 0.787 2.014
H 0.303 4.037 0.111
C 2.851 -2.240 4.442
H -0.349 0.171 -2.195
*
```

---

DFT (ωB97M-V/def2-TZVPD) results for a structure of composition C30H44AlCl2F9O15PS.

LUMO energy	2.08	eV
gap between HOMO and LUMO	7.00	eV
E_HOMO	-0.181	hartree

Structure (ORCA input):
```
! wB97M-V def2-TZVPD RIJCOSX def2/J DEFGRID3
* xyz -1 1
O -7.099 2.714 -3.479
O -5.839 3.220 0.367
F -4.634 -3.985 0.984
C -5.739 0.443 -3.241
H -6.566 0.273 -2.550
H -0.312 -3.091 -1.409
H 5.984 4.970 6.631
C 5.312 6.589 3.350
H 5.596 2.339 0.082
O 3.660 3.697 4.369
C -0.157 -4.792 -5.082
H -0.200 0.050 -1.779
C 1.773 -5.010 -6.330
C -7.058 3.532 0.834
C -8.421 3.291 2.702
H 3.900 -5.193 -8.761
F -6.674 -3.143 -0.175
H -8.396 2.844 3.697
S 0.602 -2.486 3.163
O 0.449 -4.809 -6.369
H 2.832 1.845 4.639
C -0.258 -0.802 -1.001
H 6.338 6.227 3.250
O -7.908 4.151 0.242
C 4.000 0.799 -0.154
C 4.294 -4.210 -1.993
H -8.935 3.524 -5.230
F -1.898 -3.037 0.529
H -6.279 3.246 -1.669
H 4.580 -6.512 -1.466
H -8.585 4.365 2.809
C 6.398 0.553 9.890
H -4.569 3.382 -1.228
F -2.777 -2.800 -2.995
F -3.001 -0.942 -1.664
O 4.914 4.097 2.519
O -7.289 2.348 -5.715
H -0.022 -5.751 -4.578
C -8.017 3.570 -5.820
Al 1.542 -1.091 -0.031
O 6.312 3.458 7.968
O 4.527 5.674 4.110
H 0.250 -3.978 -4.478
C 4.022 -5.541 -1.252
C -2.430 -2.241 -1.703
C 4.996 1.903 -0.784
H 2.691 -6.492 0.459
H -1.027 -0.456 -0.215
H 4.865 6.757 2.367
H -0.549 -1.991 -2.854
P 1.088 -0.805 2.247
H -0.088 0.045 2.357
H 2.119 -0.144 2.990
C -5.508 -2.656 -0.849
H -9.235 2.831 2.137
H 2.935 2.359 2.948
C -5.580 3.690 -0.957
F -5.792 -1.279 -1.093
Cl 4.507 0.150 1.494
H -5.219 -0.502 -3.395
C 2.940 -5.555 -0.145
C -6.891 2.050 -4.467
H 5.356 0.474 10.207
H 1.414 -4.310 1.066
O 2.435 -5.163 -5.334
H 5.095 -4.202 -2.802
C 2.441 -2.885 -0.483
C 3.525 -2.892 -1.627
O -6.225 0.887 -4.509
H 5.332 7.538 3.887
H 4.407 1.829 3.831
C 4.417 4.451 3.559
H -7.399 4.414 -5.507
O 6.678 1.863 9.401
H 5.746 1.321 -1.441
H 4.185 -4.412 -7.197
F -2.760 -4.555 -0.922
H -8.286 3.709 -6.867
C -2.880 -3.204 -0.505
H 7.037 0.379 10.757
H 3.921 -6.187 -7.295
F -4.117 -1.778 1.078
H 5.818 3.345 5.949
H 3.810 -1.970 -2.225
C 2.821 0.362 -0.801
C 2.175 -4.233 0.224
C 3.640 -5.213 -7.702
F -5.412 -3.404 -2.029
C 5.954 2.213 8.323
O -7.167 3.033 2.077
H -5.030 1.163 -2.826
H 4.545 4.018 7.022
Cl 2.487 1.158 -2.449
C -4.288 -2.849 0.171
C 5.617 3.962 6.827
H 4.453 2.724 -1.351
O 5.128 1.529 7.772
H -1.225 -4.620 -5.216
H 6.630 -0.199 9.133
H -5.630 4.781 -0.996
O 2.233 -5.009 -7.594
C 3.456 2.359 3.907
C -0.809 -2.114 -1.735
*
```

---

DFT (ωB97M-V/def2-TZVPD) results for a structure of composition C30H44As2F12N6O2.

energy relative to the best compared isomer or geometry (same formula, charge and spin)	48.1	kcal/mol
LUMO energy	-9.71	eV
gap between HOMO and LUMO	5.08	eV
E_HOMO	-0.543	hartree

Structure (ORCA input):
```
! wB97M-V def2-TZVPD RIJCOSX def2/J DEFGRID3
* xyz 4 1
H 3.592 -2.330 -2.830
H -3.163 -3.271 6.547
H 5.406 -4.169 -2.340
H -11.221 4.086 -10.698
C 4.473 -1.664 -4.676
C -10.577 3.047 -7.911
H -11.757 4.899 -9.127
H -3.025 -1.692 7.409
H 3.453 0.274 -4.210
H 3.718 -0.105 -5.897
H -7.510 2.226 -4.895
H 7.471 -2.461 8.338
H 4.312 6.248 2.773
C 1.360 6.358 3.021
C 2.440 5.750 3.929
F 10.171 -0.561 0.856
C 1.455 -2.657 7.275
C -8.290 2.130 -7.504
C 4.604 -3.614 9.000
C -0.672 -3.599 6.742
H -5.399 -1.472 -3.297
C -6.701 0.304 -4.593
H 2.517 -3.556 9.509
H -6.929 -0.169 -8.400
F 8.065 -0.221 -0.359
H 4.927 4.126 2.368
H 7.447 -4.149 7.736
H -4.658 -2.165 -4.796
C -5.574 -1.825 -4.313
C 7.029 -3.450 8.460
C 0.652 -3.786 6.977
As 9.812 -0.015 -0.802
C -2.698 -2.286 6.556
F 9.886 -1.662 -1.422
C -6.933 -0.013 -7.331
H -11.605 3.226 -7.631
H -6.949 2.662 -9.190
H 0.730 7.099 3.513
C -6.287 -0.978 -6.493
H -6.011 -1.993 -6.737
H 1.761 6.862 2.141
H 3.701 -2.171 5.591
C -9.677 2.307 -7.148
N 3.922 5.616 3.458
C 0.841 -1.372 7.378
H -2.775 -1.827 5.570
H -10.308 5.382 -9.926
H 2.440 -0.926 -4.984
N -6.188 -0.773 -5.144
C -8.857 3.449 -9.497
C 3.913 -2.531 6.587
C -0.501 -1.270 7.132
F 0.152 0.506 2.160
H 1.429 -0.494 7.605
C -7.257 1.287 -5.365
F -1.293 -1.493 1.505
N 5.586 -3.309 8.144
F 1.848 -0.080 0.204
H 4.568 -4.537 -3.850
As 0.283 -0.800 0.907
C 3.954 4.230 2.848
F 1.059 -1.885 2.087
F 9.427 0.450 -2.469
H 5.105 -1.762 -2.813
H 7.004 -3.752 9.507
H 1.168 -4.735 6.988
C 3.459 -0.542 -4.932
F 11.560 0.048 -1.069
N -1.223 -2.394 6.818
H -10.158 1.999 -6.231
H -6.194 -2.721 -4.327
H 4.571 5.740 4.222
H 0.579 5.640 2.771
O 2.109 5.394 5.026
N -10.099 3.636 -8.990
H -6.599 0.469 -3.530
O 5.306 -1.983 -5.520
C -7.469 1.151 -6.766
C 2.911 -2.816 7.555
N 4.483 -2.389 -3.301
C 3.269 -3.315 8.772
F 9.949 1.734 -0.197
H -1.167 -4.445 6.288
H 3.339 4.161 1.950
C 5.212 -3.813 -3.352
H 6.146 -2.512 6.315
H 6.109 -3.662 -3.952
C 5.282 -2.732 6.925
C -7.921 2.761 -8.729
H 3.738 3.499 3.627
H -8.667 3.973 -10.422
F 0.270 -2.122 -0.348
H -1.045 -0.342 7.230
H 4.970 -4.146 9.865
F -0.647 0.276 -0.134
C -10.939 4.514 -9.736
*
```